{"formula": "C2H2F4O", "method": "wB97M-V/def2-TZVPD", "elements": ["H", "H", "F", "F", "O", "F", "C", "C", "F"], "xyz": [[-0.43, -0.80, -1.11], [0.61, 1.07, 0.99], [-0.59, 0.21, 2.40], [1.79, -2.83, -0.59], [0.76, -1.61, 0.38], [-1.44, -1.95, 0.19], [-0.38, 0.69, 1.21], [-0.28, -1.37, -0.18], [-1.42, 1.30, 0.71]], "e_homo_ev": [-12.152, -9.183], "e_tot_ha": -551.9068, "de_lowest_ev": 5.6757, "orbital_gap_ha": [0.425, 0.251]}